No. 1
Entry from the Open Molecules 2025 dataset: a cluster of 6 separate species, C5H23N2O5 in total (the ωB97M-V functional and the def2-TZVPD basis).

Structure (XYZ):
```
35
Properties=species:S:1:pos:R:3:lowdin_charge:R:1
C -2.76178 -0.15631 0.63041 -0.063
C -1.32885 -0.56253 0.84114 -0.358
C -0.95873 -1.89439 0.04180 -0.085
C 0.53173 -2.18539 0.47458 -0.196
C 2.09636 -1.82941 -1.32671 0.008
N 1.33244 -1.34997 -0.42736 -0.062
N -0.36097 0.53876 0.51780 0.206
H -3.12754 0.65098 1.35563 0.092
H -3.40952 -1.01584 0.92878 0.107
H -3.03045 0.20715 -0.37014 0.072
H -1.26657 -0.76320 1.94259 0.157
H -1.55478 -2.70811 0.58723 0.149
H -1.26159 -1.68115 -0.93259 0.061
H 0.77549 -1.89433 1.52366 0.128
H 0.65649 -3.27252 0.43882 0.113
H 2.69605 -1.22647 -1.99803 0.081
H 2.22732 -2.87941 -1.46717 0.079
H 0.61578 0.40607 0.84479 0.127
H -0.68295 1.39184 0.98389 0.123
H -0.24985 0.67874 -0.48095 0.129
H 2.92752 0.57978 -0.19659 -0.011
H 3.53274 2.00197 -0.22715 0.041
O 3.74718 1.07072 -0.37265 -0.060
H 2.40365 2.44218 2.96298 0.044
H 3.18965 1.31512 2.03000 0.028
O 2.46558 1.91934 2.16768 -0.051
H -1.04683 -1.61412 -4.11334 0.047
H -0.30757 -0.86027 -2.92366 0.018
O -1.06322 -1.39282 -3.18424 -0.050
H -2.38935 2.08032 3.33692 0.071
H -1.12471 2.88165 2.76602 0.064
O -1.73509 2.14288 2.62577 -0.054
H -1.64877 2.08779 -2.90556 0.048
H -2.79264 1.82764 -1.89979 0.042
O -1.83816 1.86744 -1.99411 -0.047
```

* frontier orbital gap: 0.3995 Ha
* F_max: 5.98 eV Å⁻¹
* net charge: +1
* lowest unoccupied orbital energy: -2.62 eV

=====

No. 2
Entry from the Open Molecules 2025 dataset: a cluster of 6 separate species, C5H23N2O5 in total (the ωB97M-V functional and the def2-TZVPD basis).

Structure (XYZ):
```
35
Properties=species:S:1:pos:R:3:lowdin_charge:R:1
C 1.43067 -2.21489 -1.56202 -0.036
C 0.57081 -1.45384 -0.58171 -0.322
C 1.48963 -0.67757 0.44308 -0.112
C 0.83410 0.44912 1.24346 -0.200
C -0.24386 2.48690 0.74056 0.021
N -0.02201 1.28044 0.44758 -0.058
N -0.36854 -0.54298 -1.33543 0.170
H 0.94306 -3.05902 -2.04461 0.089
H 2.38215 -2.53489 -1.14804 0.097
H 1.62426 -1.57401 -2.42834 0.083
H -0.07841 -1.96764 0.12892 0.147
H 1.86319 -1.49012 1.05586 0.127
H 2.32331 -0.31291 -0.16406 0.094
H 0.24697 -0.02293 2.04252 0.101
H 1.56432 0.98343 1.85462 0.136
H -0.71502 3.13544 0.01120 0.087
H 0.06167 2.92454 1.68587 0.088
H -0.57966 0.23152 -0.62318 0.093
H -1.12348 -1.13235 -1.68419 0.157
H -0.00415 -0.08095 -2.18004 0.103
H -1.56875 0.93713 3.11407 -0.017
H -2.45416 2.24865 3.14670 0.051
O -1.56368 1.90609 3.03123 -0.069
H -2.10840 -1.35013 2.92636 0.057
H -1.52526 -1.43264 4.18008 0.085
O -1.53443 -0.77075 3.46546 -0.056
H 2.93478 1.17964 -3.17198 0.029
H 2.81065 0.49019 -1.79027 -0.015
O 3.07781 1.30073 -2.23010 -0.051
H -4.00794 -2.07300 0.49031 0.047
H -3.88446 -0.56417 0.86365 0.043
O -3.40608 -1.32337 0.52039 -0.055
H -0.03826 2.03623 -2.86585 0.060
H 0.49822 1.54397 -4.26699 0.070
O 0.57097 1.44415 -3.31512 -0.043
```

* frontier orbital gap: 0.3944 Ha
* F_max: 2.45 eV Å⁻¹
* net charge: +1
* lowest unoccupied orbital energy: -2.64 eV

=====

No. 3
Entry from the Open Molecules 2025 dataset: a cluster of 7 separate species, C5H23NO8 in total (the ωB97M-V functional and the def2-TZVPD basis).

Structure (XYZ):
```
37
Properties=species:S:1:pos:R:3:lowdin_charge:R:1
C 1.38253 2.52250 0.72558 0.018
C 1.21968 1.50952 -0.35754 -0.467
O 1.25463 1.76563 -1.53500 0.090
N 1.03812 0.15356 0.12457 -0.126
C 2.30727 -0.57968 0.02558 -0.050
C -0.06760 -0.54077 -0.54902 -0.162
C -1.30385 -0.53383 0.34317 -0.224
O -2.26266 -1.39983 -0.29090 -0.081
H 0.40328 2.92675 0.98821 0.092
H 2.02661 3.33259 0.38757 0.091
H 1.80202 2.09084 1.63384 0.089
H 3.11266 -0.02079 0.50124 0.100
H 2.21777 -1.54600 0.52108 0.086
H 2.59925 -0.76845 -1.01108 0.087
H -0.31972 -0.08072 -1.50262 0.097
H 0.19456 -1.56417 -0.81410 0.127
H -1.06048 -0.88322 1.34377 0.086
H -1.70561 0.47304 0.46706 0.112
H -3.07405 -1.43694 0.23686 0.120
O 0.74042 -1.22537 2.97962 -0.072
H 1.04130 -0.78461 2.16877 0.010
H 0.38243 -2.05698 2.60900 0.016
O -1.42265 2.45942 -0.89777 -0.059
H -2.00333 1.88607 -1.42776 0.010
H -0.89192 2.90848 -1.56543 0.047
O -0.23990 -3.33506 1.46742 -0.033
H 0.27612 -4.03899 1.05968 0.071
H -0.80569 -3.00778 0.75230 0.036
O -0.97868 0.89382 3.23656 -0.076
H -0.45275 0.07602 3.35303 -0.003
H -0.66291 1.20179 2.38107 -0.008
O 1.53651 -0.49292 -3.42162 -0.065
H 0.80484 -0.36986 -4.03515 0.040
H 1.54540 0.30335 -2.87048 -0.008
O -2.63311 0.32469 -2.42948 -0.054
H -3.49372 0.21406 -2.83728 0.053
H -2.50677 -0.37617 -1.76073 0.009
```

* SMILES: CC(=O)N(C)CCO.O.O.O.O.O.O
* frontier orbital gap: 0.3656 Ha
* F_max: 0.57 eV Å⁻¹
* lowest unoccupied orbital energy: 0.18 eV

=====

No. 4
Entry from the Open Molecules 2025 dataset: a cluster of 8 separate species, C5H25NO7 in total (the ωB97M-V functional and the def2-TZVPD basis).

Structure (XYZ):
```
38
Properties=species:S:1:pos:R:3:lowdin_charge:R:1
C 0.14933 -1.92769 1.37115 -0.065
C 1.21669 -1.35180 0.45034 -0.385
C 2.60514 -1.34908 1.03848 -0.169
C 3.01764 0.10249 1.27584 -0.147
C 1.76813 0.84261 0.83875 -0.245
N 0.78122 0.05920 0.14503 -0.051
H 0.09939 -2.99172 1.51290 0.072
H -0.84538 -1.46745 1.03378 0.056
H 0.19031 -1.39562 2.42954 0.116
H 1.26585 -2.05564 -0.51458 0.159
H 2.84058 -2.07315 1.84967 0.128
H 3.17776 -1.74015 0.22850 0.084
H 3.25839 0.32242 2.31183 0.097
H 3.91831 0.50057 0.66547 0.135
H 1.96147 1.63323 0.09115 0.125
H 1.23346 1.36013 1.60012 0.081
H 0.89422 0.22677 -0.86616 0.106
O -0.07473 0.70631 -3.57956 -0.040
H -0.65122 1.43312 -3.22537 0.030
H 0.65879 1.23372 -3.83775 0.023
O -3.10927 -3.01202 0.06138 -0.126
H -2.84923 -2.31908 0.77284 0.023
H -3.57063 -2.57883 -0.67522 0.025
O 2.23633 -1.35092 -2.58203 -0.126
H 1.73857 -0.83007 -3.35558 0.085
H 3.08136 -1.49052 -3.11081 0.066
O -0.93148 3.60184 -2.51973 -0.050
H -1.27173 2.82489 -2.89642 -0.031
H -1.40795 3.85962 -1.66903 0.056
O -1.34182 0.94606 1.68325 -0.166
H -0.81786 0.45166 0.92875 0.045
H -0.66407 0.89104 2.49619 0.115
O -3.16589 -0.96508 2.00492 0.105
H -3.91061 -1.01324 2.35321 -0.062
H -2.55134 -0.36362 2.07329 -0.088
O -2.95374 3.42036 -0.35393 -0.047
H -3.73733 2.94835 0.03722 0.086
H -2.23866 2.91130 -0.06744 -0.022
```

* SMILES: C[C@@H]1CCCN1.O.O.O.O.O.O.O
* frontier orbital gap: 0.3585 Ha
* F_max: 11.16 eV Å⁻¹
* lowest unoccupied orbital energy: 0.14 eV

=====

No. 5
Entry from the Open Molecules 2025 dataset: a cluster of 8 separate species, C5H25NO8 in total (the ωB97M-V functional and the def2-TZVPD basis).

Structure (XYZ):
```
39
Properties=species:S:1:pos:R:3:lowdin_charge:R:1
C -0.65019 -2.54640 0.43332 -0.087
C 0.22861 -1.89225 -0.61362 -0.265
N 1.38539 -1.11602 -0.05817 -0.054
C 1.24859 0.34992 -0.10792 -0.371
C 2.57091 0.97984 0.35223 -0.033
C 0.14603 0.95332 0.78166 -0.181
O -0.11292 2.13921 0.64186 -0.007
H -0.04396 -3.11865 1.25063 0.111
H -1.29675 -1.86329 0.98222 0.022
H -1.32418 -3.33625 0.00857 0.089
H 0.69873 -2.63063 -1.27982 0.103
H -0.38805 -1.25431 -1.31158 0.107
H 1.62175 -1.45703 0.93730 0.119
H 0.98237 0.61174 -1.20556 0.128
H 3.41891 0.57519 -0.27289 0.099
H 2.73219 0.68113 1.41662 0.093
H 2.54787 2.01783 0.23460 0.050
H -0.36817 0.32579 1.52518 0.108
O 1.75825 -0.73611 -3.11128 -0.048
H 1.92933 -1.05153 -2.21296 0.019
H 2.59000 -0.27714 -3.35898 0.088
O -1.57288 -1.02012 3.24810 -0.068
H -2.18296 -0.80802 2.50575 -0.001
H -2.09819 -0.96951 4.03604 0.052
O -3.23376 -0.42639 1.23166 -0.054
H -3.93835 0.21333 1.29915 0.061
H -2.68202 -0.14901 0.47948 0.002
O -1.77546 0.68080 -0.71062 -0.093
H -1.95156 1.67594 -0.73752 0.117
H -1.40838 0.50228 -1.60615 0.022
O -0.51396 0.69543 -3.06400 -0.008
H 0.23046 0.15555 -3.15869 -0.031
H -0.18760 1.51260 -2.85371 -0.046
O 0.38169 2.92562 -1.86936 -0.062
H 0.16127 3.86749 -1.92933 0.069
H 0.28324 2.72359 -0.91450 0.000
O 1.09384 -1.16181 2.97173 -0.062
H 1.38557 -0.81428 3.80326 0.038
H 0.12861 -1.16034 2.99131 -0.025
```

* SMILES: CCN[C@H](C)C=O.O.O.O.O.O.O.O
* frontier orbital gap: 0.3374 Ha
* F_max: 4.37 eV Å⁻¹
* lowest unoccupied orbital energy: 0.50 eV

=====

No. 6
Entry from the Open Molecules 2025 dataset: a cluster of 8 separate species, C5H25NO8 in total (the ωB97M-V functional and the def2-TZVPD basis).

Structure (XYZ):
```
39
Properties=species:S:1:pos:R:3:lowdin_charge:R:1
N 0.24099 4.69880 0.31167 0.031
C 0.50342 3.31865 0.49161 -0.213
C 1.58482 2.67775 0.08435 -0.101
C 1.74004 1.19275 0.29132 -0.226
C 0.55462 0.37053 0.76513 -0.207
C 0.05955 0.52939 2.21597 -0.190
O -0.93977 -0.53147 2.47335 -0.112
H -0.72145 4.81664 0.03981 0.072
H 0.96402 5.14334 -0.22863 0.072
H -0.28005 2.85851 1.06612 0.092
H 2.40645 3.13860 -0.44653 0.101
H 2.25134 0.66943 -0.51620 0.077
H 2.51743 0.89594 1.02497 0.118
H 0.78028 -0.70103 0.78333 0.081
H -0.27991 0.42659 0.05380 0.102
H 0.83878 0.25875 2.92724 0.123
H -0.48880 1.42646 2.46569 0.094
H -0.71231 -1.25628 1.88273 0.048
O -3.41272 0.33841 4.11200 -0.057
H -2.97391 0.78229 3.39358 0.004
H -3.26563 -0.60383 4.04548 0.024
O -2.17533 -3.66108 -1.71737 -0.060
H -1.38606 -4.07441 -1.36422 0.032
H -2.85541 -4.30591 -1.91502 0.035
O 1.22796 -3.12174 1.32027 -0.062
H 1.20521 -4.01948 1.65054 0.032
H 1.90448 -3.04601 0.63480 0.001
O -2.22974 0.09231 -2.48335 -0.027
H -2.58957 -0.59596 -3.03797 0.059
H -2.27272 -0.16299 -1.56399 0.048
O 0.60215 0.71066 -2.63034 -0.063
H -0.36540 0.70115 -2.49636 0.001
H 0.57598 1.56170 -3.09713 0.062
O 0.08175 -2.09355 -2.32155 -0.050
H -0.40049 -1.67816 -1.60060 0.028
H -0.11349 -1.38405 -2.95661 0.041
O 2.47157 -2.00511 -0.95380 -0.055
H 3.20392 -1.41179 -1.11246 0.046
H 1.74796 -1.95580 -1.59166 0.001
```

* SMILES: N/C=C/CCCO.O.O.O.O.O.O.O
* frontier orbital gap: 0.3053 Ha
* F_max: 2.13 eV Å⁻¹
* lowest unoccupied orbital energy: 0.15 eV

=====

No. 7
Entry from the Open Molecules 2025 dataset: a cluster of 8 separate species, C5H26N2O8 in total (the ωB97M-V functional and the def2-TZVPD basis).

Structure (XYZ):
```
41
Properties=species:S:1:pos:R:3:lowdin_charge:R:1
C -1.52205 1.37162 1.37627 0.026
C -0.54685 0.36962 0.76264 -0.326
C -0.58461 -1.00527 1.55082 -0.148
C 0.05732 -0.85452 2.91304 -0.053
N -0.77892 0.09517 -0.61538 0.248
C 0.07886 0.26256 -1.73990 -0.493
N -0.39158 -0.29271 -2.89754 0.189
O 1.15270 0.81177 -1.61389 0.136
H -2.38431 0.82360 1.77975 0.112
H -1.67488 2.22025 0.70408 0.090
H -1.07672 1.77314 2.27920 0.095
H 0.50330 0.66612 0.71713 0.125
H -1.66802 -1.25335 1.62694 0.136
H -0.20903 -1.80740 0.92602 0.088
H 0.93367 -0.19513 2.94012 0.070
H -0.52722 -0.25221 3.61364 0.090
H 0.23132 -1.85895 3.29981 0.107
H -1.69798 -0.36884 -0.78896 0.149
H 0.24428 -0.35679 -3.68740 0.158
H -0.77106 -1.23894 -2.79769 0.081
H -0.38051 2.78362 -0.83941 0.005
H 1.12204 2.55525 -0.83705 0.023
O 0.44286 3.21559 -0.61483 -0.026
H 3.88226 1.00291 0.90187 0.039
H 3.18927 0.66791 -0.25732 0.004
O 4.09166 0.52693 0.07474 -0.047
H 1.62497 2.78451 1.75457 0.044
H 1.41917 1.82799 2.89095 0.018
O 2.11083 2.15607 2.31243 -0.031
H -2.71419 -1.29613 -2.13627 -0.011
H -1.92380 -2.55385 -1.95897 0.027
O -2.76401 -2.12996 -1.64803 -0.043
H 3.48189 -2.09757 0.70000 0.059
H 2.68194 -0.90527 0.91218 0.006
O 2.56193 -1.82102 0.60915 -0.061
H 0.59182 -2.09170 -1.49338 0.054
H -0.45747 -2.99547 -0.90834 0.076
O -0.10560 -2.70499 -1.76412 -0.037
H -2.58877 1.08526 -1.96542 0.013
H -2.55440 0.26460 -3.33597 0.031
O -3.08013 0.81554 -2.74551 -0.019
```

* spin multiplicity: 2
* frontier orbital gap (alpha / beta): 0.4103 / 0.1914 Ha
* expectation value of S²: 0.7578
* F_max: 2.62 eV Å⁻¹
* net charge: +1
* lowest unoccupied orbital energy (alpha / beta): -3.19 / -9.15 eV

=====

Here are the calculated energy numbers, same order: -689.75003 -689.75291 -860.98433 -786.80900 -862.17083 -862.12454 -917.18420 (a.u.).